[1]
DFT (the ωB97M-V functional and the def2-TZVPD basis) results for a structure of composition C46H52BaFN6O3S3Sb.

Positions of all 113 atoms, in Å:
Ba1 0.1342 0.0575 0.3939
C1 0.6966 -4.0620 -2.5385
C2 0.2537 -2.7951 -1.8573
N1 0.7870 -2.4376 -0.7565
O1 1.7803 -3.2999 -0.2766
C3 -0.8170 -1.9685 -2.4717
C4 -1.3476 -2.3155 -3.8358
N2 -1.2543 -0.9419 -1.8076
O2 -2.1714 -0.1495 -2.2848
H1 1.6991 -3.9311 -2.9521
H2 0.0272 -4.3545 -3.3401
H3 0.7654 -4.8679 -1.8075
H4 2.0949 -2.8262 0.5058
H5 -1.7776 -3.3192 -3.8774
H6 -0.5763 -2.2527 -4.6089
H7 -2.1313 -1.5959 -4.0683
N3 -1.0902 2.1145 1.5302
S1 -1.7290 2.7425 2.6603
N4 -3.3064 2.3158 3.0239
S2 -4.1248 1.4193 2.0765
N5 -3.7036 0.1012 1.4511
S3 -2.9185 -1.2298 2.0172
N6 -1.5035 -1.1141 2.3026
C5 -3.3030 -2.3080 0.6439
C6 -2.5118 -3.4475 0.5756
C7 -2.6789 -4.3228 -0.4831
C8 -3.6183 -4.0487 -1.4692
C9 -4.3951 -2.9017 -1.3983
C10 -4.2456 -2.0254 -0.3333
C11 -3.9556 -1.8563 3.3262
C12 -5.2835 -2.1972 3.1087
C13 -6.0420 -2.6462 4.1792
C14 -5.4700 -2.7463 5.4419
C15 -4.1391 -2.4040 5.6417
C16 -3.3707 -1.9564 4.5768
C17 -5.5953 1.1460 3.0411
C18 -6.7755 0.8375 2.3807
C19 -7.8905 0.4984 3.1300
C20 -7.8071 0.4473 4.5157
C21 -6.6119 0.7375 5.1588
C22 -5.4929 1.0986 4.4222
C23 -4.6506 2.3323 0.6451
C24 -5.3597 3.5053 0.8659
C25 -5.7854 4.2418 -0.2264
C26 -5.4920 3.8002 -1.5121
C27 -4.7572 2.6399 -1.7072
C28 -4.3145 1.8887 -0.6256
C29 -1.9051 4.5238 2.5933
C30 -0.9070 5.1805 1.8881
C31 -0.9823 6.5565 1.7325
C32 -2.0534 7.2576 2.2719
C33 -3.0513 6.5884 2.9683
C34 -2.9833 5.2119 3.1316
C35 -1.0284 2.4571 4.2908
C36 -0.8790 3.4497 5.2454
C37 -0.3187 3.1218 6.4748
C38 0.0770 1.8184 6.7345
C39 -0.0798 0.8329 5.7649
C40 -0.6335 1.1466 4.5338
H8 -1.7463 -3.6144 1.3239
H9 -2.0556 -5.2052 -0.5522
H10 -3.7337 -4.7243 -2.3076
H11 -5.1028 -2.6730 -2.1840
H12 -4.8180 -1.1101 -0.2902
H13 -5.7142 -2.1193 2.1181
H14 -7.0785 -2.9187 4.0275
H15 -6.0659 -3.1015 6.2731
H16 -3.6957 -2.4930 6.6252
H17 -2.3255 -1.6894 4.6833
H18 -6.8215 0.8644 1.2987
H19 -8.8232 0.2710 2.6306
H20 -8.6791 0.1762 5.0974
H21 -6.5471 0.6856 6.2377
H22 -4.5541 1.3412 4.9026
H23 -5.5833 3.8311 1.8750
H24 -6.3452 5.1556 -0.0758
H25 -5.8280 4.3745 -2.3661
H26 -4.5076 2.3063 -2.7051
H27 -3.6978 1.0088 -0.7970
H28 -0.1010 4.6066 1.4457
H29 -0.2119 7.0768 1.1790
H30 -2.1158 8.3306 2.1422
H31 -3.8880 7.1370 3.3814
H32 -3.7525 4.6749 3.6702
H33 -1.1812 4.4686 5.0419
H34 -0.1901 3.8916 7.2248
H35 0.5153 1.5690 7.6925
H36 0.2395 -0.1832 5.9610
H37 -0.7646 0.3820 3.7708
F1 2.3818 0.6179 -0.2083
C41 4.4238 -0.4161 1.6656
C42 3.0687 -0.1864 2.2625
C43 2.7560 1.2046 2.7406
O3 2.2400 -1.0801 2.3210
H38 5.2148 0.0427 2.2602
H39 4.3868 0.0616 0.6821
H40 4.6032 -1.4822 1.5444
H41 3.5584 1.5970 3.3669
H42 1.8130 1.2226 3.2850
H43 2.6893 1.8324 1.8476
C44 1.3237 4.0845 -2.1934
Sb1 -0.0960 2.4680 -2.1204
C45 0.1839 1.7888 -4.1301
C46 -1.7695 3.7205 -2.6243
H44 1.2348 4.6255 -3.1369
H45 2.3350 3.6916 -2.0894
H46 1.1336 4.7758 -1.3696
H47 0.2868 2.6281 -4.8189
H48 -0.6969 1.1972 -4.3829
H49 1.0650 1.1514 -4.1988
H50 -1.4489 4.4982 -3.3199
H51 -2.2001 4.1814 -1.7341
H52 -2.5258 3.0995 -3.1021

For the energy relative to the best compared isomer or geometry (same formula, charge and spin), the calculation gives 0.0 kcal per mole. For the frontier orbital gap, the calculation gives 6.5 eV. The calculation puts the strongest force on any atom at 0.99 eV/A. For the LUMO energy, the calculation gives 0.037 eV. As for the multiplicity: 1.

Mulliken population analysis, charges in e, atoms 1 to 6:
1. Ba 1.342
2. C -1.679
3. C 0.638
4. N 0.555
5. O -0.603
6. C -0.017

***

[2]
DFT (the ωB97M-V functional and the def2-TZVPD basis) results for the molecule C18H18N4O5 in a non-equilibrium geometry.

Positions of all 45 atoms, in Å:
O1 -1.7598 3.5303 2.3497
C1 -0.6914 3.0941 1.9782
C2 0.3880 3.9943 1.3796
C3 0.0599 4.2895 -0.0934
C4 -0.1046 3.0068 -0.8774
O2 -1.1080 2.6608 -1.4569
N1 1.0249 2.2416 -0.8961
N2 0.9944 0.9080 -1.2873
C5 1.4784 -0.0121 -0.4228
O3 1.9146 0.3239 0.6670
C6 1.4300 -1.4351 -0.8584
C7 1.1184 -2.3704 0.1224
C8 0.9834 -3.7119 -0.1878
C9 1.1484 -4.1452 -1.4934
C10 1.4961 -3.2375 -2.4769
C11 1.6559 -1.8946 -2.1593
N3 2.1605 -1.0338 -3.2042
O4 1.8433 -1.2988 -4.3422
O5 2.8909 -0.1237 -2.8769
N4 -0.3657 1.7855 2.0447
C12 -1.2815 0.8049 2.5881
C13 -1.5765 -0.3160 1.6276
C14 -1.6311 -1.6298 2.0752
C15 -1.9257 -2.6612 1.2002
C16 -2.1483 -2.3940 -0.1397
C17 -2.0955 -1.0872 -0.5936
C18 -1.8234 -0.0539 0.2854
H1 0.3771 4.9351 1.9314
H2 1.3726 3.5378 1.4888
H3 -0.8827 4.8349 -0.1513
H4 0.8500 4.8960 -0.5398
H5 1.8284 2.4526 -0.3184
H6 0.4104 0.7171 -2.0891
H7 0.9766 -2.0197 1.1323
H8 0.7446 -4.4181 0.5916
H9 1.0299 -5.1878 -1.7434
H10 1.6721 -3.5527 -3.4946
H11 0.5387 1.4444 1.7433
H12 -2.2035 1.3507 2.8199
H13 -0.8749 0.3978 3.5214
H14 -1.4530 -1.8455 3.1194
H15 -1.9811 -3.6762 1.5658
H16 -2.3711 -3.1987 -0.8246
H17 -2.2858 -0.8667 -1.6338
H18 -1.8237 0.9646 -0.0704

For the energy relative to the best compared isomer or geometry (same formula, charge and spin), the calculation gives 90.3 kcal per mole. For the frontier orbital gap, the calculation gives 8.3 eV. Its structure (SMILES) is O=C(CCC(=O)NNC(=O)c1ccccc1[N+](=O)[O-])NCc1ccccc1. The calculation puts the strongest force on any atom at 1.30 eV/A. For the LUMO energy, the calculation gives -0.877 eV. As for the multiplicity: 1.

Mulliken population analysis, charges in e, atoms 1 to 6:
1. O -0.678
2. C 0.682
3. C -0.809
4. C -0.728
5. C 0.408
6. O -0.632

***

[3]
DFT (the ωB97M-V functional and the def2-TZVPD basis) results for a cluster of 2 separate species, C3H13N4 in total in a non-equilibrium geometry.

Positions of all 20 atoms, in Å:
N1 -0.0840 -1.1424 0.9893
C1 1.9748 -2.5495 0.5641
C2 1.1361 -1.3233 0.2011
H1 0.1521 -1.0738 1.9854
H2 -0.6847 -1.9689 0.8955
H3 2.2958 -2.4915 1.6177
H4 2.8722 -2.6114 -0.0742
H5 1.3816 -3.4693 0.4271
H6 1.7486 -0.4096 0.3254
H7 0.8363 -1.3853 -0.8628
C3 -1.1629 1.8425 -0.6068
N2 -1.8432 2.9313 -0.9641
N3 -0.0273 1.5316 -1.2312
N4 -1.6181 1.0646 0.3748
H8 -2.7149 3.1699 -0.4848
H9 -1.4938 3.5285 -1.7176
H10 0.3221 2.1288 -1.9847
H11 0.4949 0.6958 -0.9570
H12 -1.0959 0.2288 0.6490
H13 -2.4898 1.3032 0.8541

For the energy relative to the best compared isomer or geometry (same formula, charge and spin), the calculation gives 0.0 kcal per mole. For the frontier orbital gap, the calculation gives 11.0 eV. The net charge is +1. The calculation puts the strongest force on any atom at 1.61 eV/A. For the LUMO energy, the calculation gives -2.841 eV. As for the multiplicity: 1.

Mulliken population analysis, charges in e, atoms 1 to 6:
1. N -0.678
2. C -1.271
3. C -0.504
4. H 0.255
5. H 0.254
6. H 0.344